# 1
ORCA calculation (ωB97M-V with the def2-TZVPD basis set) on C14H19AsCl2F5O2PdSSe as an isolated structure.

The maximum force comes out at 0.6 eV/Å. As for the HOMO energy (alpha / beta): -10.711 / -10.711 eV. Its lowest unoccupied orbital energy (alpha / beta) is -3.838 / -3.837 eV. As for the energy: -198046.23046 eV. The calculation puts the energy above the lowest of the compared OMol25 structures with the same formula, charge and spin at 0.021 eV. Its total charge is +1.

Last column: natural (NBO) charge in e.
Cartesian coordinates (Å):
Pd1 0.561 -0.042 0.794  0.75
Cl1 2.909 -0.457 1.624  0.07
C1 3.230 0.714 2.947  -0.38
Cl2 1.816 1.619 3.453  0.02
H1 3.978 1.403 2.574  0.24
H2 3.594 0.135 3.787  0.24
O1 1.535 1.579 -0.185  -1.01
S1 0.716 2.763 -0.712  1.22
C2 1.975 4.043 -0.987  -0.58
C3 2.031 4.902 0.272  -0.41
C4 0.587 5.022 0.745  -0.41
C5 0.041 3.600 0.756  -0.59
H3 1.655 4.614 -1.859  0.24
H4 2.891 3.509 -1.229  0.26
H5 2.481 5.871 0.061  0.24
H6 2.639 4.410 1.034  0.22
H7 0.016 5.644 0.052  0.21
H8 0.502 5.474 1.733  0.24
H9 -1.041 3.510 0.750  0.25
H10 0.442 3.020 1.591  0.25
C6 -0.903 -1.548 -2.016  -1.00
As1 -2.003 -0.254 -1.131  1.97
C7 -2.600 1.013 -2.436  -0.99
C8 -3.536 -1.103 -0.367  -0.99
O2 -1.166 0.632 0.047  -1.10
H11 -1.265 -1.683 -3.034  0.26
H12 -0.951 -2.491 -1.474  0.26
H13 0.125 -1.185 -2.032  0.27
H14 -3.347 0.542 -3.074  0.26
H15 -1.754 1.342 -3.036  0.26
H16 -3.042 1.867 -1.925  0.26
H17 -4.087 -1.626 -1.147  0.26
H18 -4.167 -0.340 0.086  0.26
H19 -3.198 -1.797 0.401  0.28
F1 0.312 -6.967 -0.985  -0.27
C9 0.141 -5.813 -0.355  0.27
C10 -0.936 -5.633 0.498  0.28
F2 -1.805 -6.618 0.688  -0.27
C11 -1.102 -4.419 1.142  0.31
F3 -2.159 -4.275 1.947  -0.29
C12 -0.217 -3.358 0.978  -0.33
Se1 -0.568 -1.758 1.970  0.01
C13 0.846 -3.574 0.116  0.28
F4 1.731 -2.592 -0.134  -0.32
C14 1.033 -4.772 -0.550  0.31
F5 2.063 -4.923 -1.378  -0.29



# 2
ORCA calculation (ωB97M-V with the def2-TZVPD basis set) on a 3-piece molecular cluster, C14H19BBrF6N2O9P overall in a non-equilibrium geometry.

The maximum force comes out at 7.5 eV/Å. As for the HOMO energy: -9.679 eV. Its lowest unoccupied orbital energy is -0.388 eV. As for the energy: -132543.32691 eV. Its total charge is 0.

Last column: natural (NBO) charge in e.
Cartesian coordinates (Å):
N1 5.774 -0.279 1.827  -0.30
C1 4.747 -0.131 1.178  0.26
C2 3.594 -0.160 0.026  -0.28
C3 2.935 -1.633 0.076  -0.81
B1 1.428 -1.587 0.762  1.23
O1 1.198 -2.120 2.101  -0.94
O2 0.306 -1.026 0.035  -0.95
C4 4.246 0.249 -1.391  -0.46
C5 3.285 -0.088 -2.661  0.28
N2 2.414 -0.436 -3.431  -0.33
C6 5.642 -0.609 -1.526  -0.10
O3 5.932 -0.882 -2.920  -0.28
O4 5.660 -2.185 -3.188  -0.44
P1 4.591 2.149 -1.527  1.06
O5 4.632 2.506 -3.234  -0.96
Br1 2.813 3.334 -0.755  -0.24
H1 2.760 0.590 0.334  0.28
H2 2.824 -2.153 -0.941  0.27
H3 3.545 -2.356 0.757  0.26
H4 1.137 -3.109 1.997  0.50
H5 -0.045 -1.703 -0.608  0.51
H6 6.460 0.029 -0.998  0.24
H7 5.541 -1.636 -0.992  0.24
H8 5.087 -2.209 -3.996  0.48
H9 4.057 3.310 -3.372  0.51
C7 -1.953 1.420 -0.576  -0.64
C8 -2.873 2.540 -1.020  -0.08
O6 -3.260 2.366 -2.392  -0.48
C9 -4.268 1.492 -2.618  0.69
O7 -4.834 0.870 -1.751  -0.53
C10 -4.606 1.441 -4.107  0.90
F1 -3.504 1.362 -4.887  -0.31
F2 -5.279 2.544 -4.507  -0.31
F3 -5.378 0.384 -4.432  -0.30
H10 -1.092 1.341 -1.245  0.22
H11 -1.596 1.594 0.442  0.23
H12 -2.465 0.455 -0.601  0.22
H13 -2.343 3.494 -0.961  0.20
H14 -3.753 2.621 -0.375  0.20
C11 -3.375 -2.893 3.922  -0.64
C12 -2.439 -1.993 3.138  -0.08
O8 -3.017 -0.691 2.959  -0.48
C13 -2.903 0.158 4.007  0.69
O9 -2.361 -0.119 5.049  -0.53
C14 -3.515 1.514 3.662  0.90
F4 -4.720 1.402 3.058  -0.31
F5 -2.729 2.221 2.816  -0.32
F6 -3.705 2.293 4.747  -0.30
H15 -4.358 -2.933 3.444  0.22
H16 -2.972 -3.905 3.990  0.22
H17 -3.530 -2.513 4.935  0.22
H18 -2.284 -2.410 2.139  0.19
H19 -1.456 -1.921 3.612  0.21



# 3
ORCA calculation (ωB97M-V with the def2-TZVPD basis set) on C14H19BeN2O4S2 as an isolated structure in a non-equilibrium geometry.

The maximum force comes out at 2.1 eV/Å. As for the HOMO energy: -10.486 eV. Its lowest unoccupied orbital energy is -2.802 eV. As for the energy: -48063.13940 eV. The calculation puts the energy above the lowest of the compared OMol25 structures with the same formula, charge and spin at 0.298 eV. Its total charge is +1.

Last column: natural (NBO) charge in e.
Cartesian coordinates (Å):
Be1 0.091 -2.157 0.994  1.61
C1 1.184 -5.977 -1.688  -0.28
O1 0.294 -5.345 -0.770  -0.44
C2 0.540 -4.177 -0.239  0.93
O2 -0.297 -3.655 0.477  -0.74
N1 1.707 -3.537 -0.486  -0.48
N2 1.859 -2.285 0.115  -0.70
H1 0.662 -6.871 -2.024  0.24
H2 2.114 -6.272 -1.199  0.20
H3 1.379 -5.334 -2.549  0.20
H4 2.467 -3.940 -1.016  0.41
H5 1.934 -1.542 -0.576  0.41
H6 2.673 -2.254 0.723  0.40
C3 0.087 -2.165 5.129  -0.78
S1 -0.612 -1.656 3.519  1.27
C4 -0.242 0.125 3.630  -0.80
O3 0.438 -2.180 2.561  -1.12
H7 1.047 -1.689 5.301  0.24
H8 0.206 -3.244 5.090  0.26
H9 -0.614 -1.904 5.915  0.25
H10 -1.037 0.588 4.202  0.25
H11 -0.236 0.512 2.615  0.28
H12 0.715 0.305 4.106  0.24
C5 0.320 5.799 -1.588  -0.73
C6 0.040 5.727 -3.056  0.47
O4 0.782 6.041 -3.931  -0.50
S2 -1.666 5.197 -3.450  0.18
C7 -1.627 3.668 -2.532  -0.17
C8 -2.459 3.449 -1.445  -0.21
C9 -2.330 2.292 -0.698  -0.19
C10 -1.370 1.341 -1.046  -0.07
C11 -0.592 1.540 -2.193  -0.19
C12 -0.722 2.693 -2.933  -0.21
C13 -1.073 0.188 -0.276  -0.06
C14 -0.653 -0.788 0.312  -0.77
H13 1.377 5.997 -1.423  0.24
H14 0.018 4.895 -1.063  0.24
H15 -0.265 6.630 -1.190  0.25
H16 -3.190 4.199 -1.185  0.23
H17 -2.958 2.145 0.169  0.22
H18 0.128 0.789 -2.485  0.21
H19 -0.119 2.848 -3.815  0.23



# 4
ORCA calculation (ωB97M-V with the def2-TZVPD basis set) on C14H19BrClGeN3OsS as an isolated structure in a non-equilibrium geometry.

The maximum force comes out at 1.0 eV/Å. As for the HOMO energy: -7.303 eV. Its lowest unoccupied orbital energy is -0.385 eV. As for the energy: -171680.76069 eV. The calculation puts the energy above the lowest of the compared OMol25 structures with the same formula, charge and spin at 0.000 eV. Its total charge is 0.

Last column: natural (NBO) charge in e.
Cartesian coordinates (Å):
Os1 0.886 -0.291 0.357  0.66
Br1 -2.573 -4.882 1.086  0.10
C1 -1.506 -3.572 1.920  -0.12
C2 -1.384 -3.528 3.299  -0.18
C3 -0.594 -2.530 3.842  -0.23
C4 0.036 -1.628 3.006  0.07
N1 -0.089 -1.677 1.674  -0.44
C5 -0.850 -2.642 1.139  0.03
H1 -1.890 -4.253 3.922  0.24
H2 -0.465 -2.446 4.912  0.24
H3 0.675 -0.844 3.387  0.25
H4 -0.935 -2.650 0.062  0.24
C6 4.743 1.238 -4.194  -0.65
C7 3.781 1.091 -3.058  0.28
C8 3.457 2.158 -2.222  -0.33
C9 2.589 1.918 -1.173  0.12
N2 2.078 0.707 -0.993  -0.47
C10 2.438 -0.272 -1.853  0.27
S1 1.615 -1.709 -1.361  0.01
N3 3.265 -0.128 -2.865  -0.47
H5 4.826 2.275 -4.515  0.22
H6 4.430 0.615 -5.029  0.24
H7 5.731 0.895 -3.879  0.24
H8 3.873 3.142 -2.380  0.23
H9 2.305 2.680 -0.459  0.22
Cl1 2.457 0.415 2.109  -0.61
C11 -2.010 2.809 0.243  -1.07
Ge1 -2.300 0.868 0.186  1.53
C12 -3.809 0.456 -1.001  -1.08
C13 -2.753 0.271 1.995  -1.09
C14 -0.642 0.126 -0.584  -0.65
H10 -2.909 3.338 0.559  0.23
H11 -1.721 3.178 -0.742  0.23
H12 -1.207 3.037 0.944  0.23
H13 -4.714 0.956 -0.654  0.23
H14 -4.000 -0.618 -1.025  0.23
H15 -3.602 0.788 -2.018  0.23
H16 -3.655 0.799 2.309  0.23
H17 -1.961 0.504 2.707  0.23
H18 -2.959 -0.799 2.035  0.22
H19 -0.657 0.203 -1.686  0.15



# 5
ORCA calculation (ωB97M-V with the def2-TZVPD basis set) on a 6-piece molecular cluster, C14H19Cl21IN3O2P overall in a non-equilibrium geometry.

The maximum force comes out at 1.0 eV/Å. As for the HOMO energy: -11.916 eV. Its lowest unoccupied orbital energy is -3.336 eV. As for the energy: -303744.08715 eV. Its total charge is +1.

Last column: natural (NBO) charge in e.
Cartesian coordinates (Å):
C1 3.690 -3.304 3.028  -0.25
O1 2.494 -2.618 2.686  -0.57
C2 1.562 -2.520 3.743  -0.06
C3 0.757 -1.224 3.592  -0.42
C4 0.721 -0.633 2.182  -0.42
C5 0.224 -1.549 1.048  -0.25
N1 -0.514 -2.717 1.523  -0.49
C6 -1.766 -2.726 1.870  0.69
N2 -2.549 -1.645 1.788  -0.58
C7 -3.618 -1.429 2.809  -0.37
P1 -4.733 -0.073 2.125  0.95
O2 -5.855 -0.051 3.317  -0.99
I1 -5.928 -1.333 0.456  -0.08
C8 -4.237 -2.741 3.261  -0.47
C9 -3.144 -3.769 3.506  -0.23
N3 -2.286 -3.961 2.313  -0.45
Cl1 -3.186 -4.657 1.002  0.16
H1 4.080 -2.939 3.981  0.18
H2 4.418 -3.092 2.248  0.20
H3 3.534 -4.384 3.086  0.18
H4 2.067 -2.550 4.713  0.19
H5 0.896 -3.395 3.724  0.15
H6 -0.254 -1.390 3.980  0.19
H7 1.191 -0.451 4.227  0.23
H8 0.089 0.258 2.215  0.22
H9 1.716 -0.294 1.904  0.25
H10 -0.417 -1.001 0.354  0.22
H11 1.056 -1.931 0.463  0.25
H12 -0.029 -3.602 1.601  0.45
H13 -2.031 -0.794 1.597  0.42
H14 -3.125 -0.971 3.679  0.21
H15 -5.573 0.468 4.081  0.51
H16 -4.767 -2.541 4.192  0.25
H17 -4.964 -3.124 2.547  0.25
H18 -2.477 -3.462 4.316  0.22
H19 -3.547 -4.750 3.746  0.25
C10 0.472 2.449 -0.782  -0.22
Cl2 -0.841 1.996 0.339  0.01
Cl3 1.031 0.990 -1.612  0.05
Cl4 -0.133 3.608 -1.941  0.10
Cl5 1.799 3.131 0.159  0.07
C11 1.869 7.521 -2.394  -0.23
Cl6 1.337 8.973 -1.553  0.07
Cl7 3.416 7.818 -3.186  0.07
Cl8 2.046 6.187 -1.243  0.04
Cl9 0.671 7.052 -3.605  0.05
C12 2.950 4.869 -6.621  -0.23
Cl10 2.200 6.374 -7.148  0.07
Cl11 2.254 4.385 -5.069  0.04
Cl12 2.648 3.609 -7.821  0.06
Cl13 4.689 5.104 -6.434  0.06
C13 2.333 -7.090 0.763  -0.22
Cl14 1.540 -8.532 1.377  0.08
Cl15 4.020 -7.065 1.259  0.08
Cl16 2.215 -7.029 -0.990  0.08
Cl17 1.521 -5.647 1.448  -0.02
C14 -0.306 7.637 -10.375  -0.23
Cl18 -1.865 7.276 -11.116  0.06
Cl19 0.686 6.178 -10.336  0.06
Cl20 0.519 8.888 -11.305  0.06
Cl21 -0.563 8.212 -8.719  0.05



# 6
ORCA calculation (ωB97M-V with the def2-TZVPD basis set) on one molecule with the formula C14H19Cl2FN2O4 in a non-equilibrium geometry.

The maximum force comes out at 3.4 eV/Å. As for the HOMO energy: -8.851 eV. Its lowest unoccupied orbital energy is 0.551 eV. As for the energy: -53758.65383 eV. The calculation puts the energy above the lowest of the compared OMol25 structures with the same formula, charge and spin at 0.000 eV. Its total charge is 0.

Last column: natural (NBO) charge in e.
Cartesian coordinates (Å):
C1 1.544 -2.192 0.503  -0.61
C2 0.912 -2.904 -0.682  -0.39
C3 1.326 -2.166 -1.978  -0.41
C4 0.570 -0.856 -2.315  -0.05
O1 0.676 0.079 -1.230  -0.55
C5 0.262 1.406 -1.589  -0.07
C6 0.664 2.389 -0.486  0.07
C7 0.424 3.867 -0.974  -0.64
O2 -0.063 2.091 0.727  -0.50
C8 0.489 2.627 1.880  0.77
O3 1.520 3.318 1.914  -0.59
C9 -0.207 2.500 3.212  -0.16
O4 -1.084 1.327 3.188  -0.49
C10 -0.553 0.077 3.374  0.52
N1 0.738 -0.093 3.706  -0.53
C11 1.120 -1.338 3.995  0.62
F1 2.372 -1.507 4.403  -0.29
C12 0.265 -2.446 3.937  -0.23
Cl1 0.887 -3.988 4.341  0.03
C13 -1.017 -2.280 3.521  0.17
N2 -1.836 -3.365 3.328  -0.80
C14 -1.480 -0.991 3.280  -0.14
Cl2 -3.188 -0.641 2.823  -0.01
H1 1.462 -2.847 1.376  0.19
H2 2.589 -1.998 0.234  0.20
H3 1.041 -1.263 0.721  0.22
H4 1.329 -3.921 -0.700  0.20
H5 -0.168 -2.975 -0.539  0.20
H6 2.389 -1.974 -1.947  0.20
H7 1.127 -2.826 -2.817  0.20
H8 -0.464 -1.098 -2.499  0.16
H9 0.971 -0.444 -3.261  0.17
H10 0.744 1.729 -2.520  0.18
H11 -0.838 1.432 -1.741  0.17
H12 1.732 2.230 -0.304  0.21
H13 0.836 4.635 -0.296  0.24
H14 0.962 4.006 -1.952  0.22
H15 -0.644 4.035 -1.091  0.21
H16 -0.825 3.371 3.421  0.23
H17 0.522 2.425 4.009  0.24
H18 -2.788 -3.191 3.006  0.42
H19 -1.414 -4.302 3.386  0.42